(1)
Formula: C48H120O24
Source: the OMol25 dataset
Level of theory: the ωB97M-V functional and the def2-TZVPD basis

Calculated total energy ... -3705.9480 Eh
Kohn-Sham gap ... 9.586 eV
HOMO level ... -9.11 eV
ΔE to the lowest compared entry with this formula, charge and spin ... 68.4 kcal per mole
LUMO ... 0.4781 eV
SMILES string ... COCCOC.COCCOC.COCCOC.COCCOC.COCCOC.COCCOC.COCCOC.COCCOC.COCCOC.COCCOC.COCCOC.COCCOC

Structure (XYZ):
```
192
C48H120O24 the ωB97M-V functional and the def2-TZVPD basis
C 1.5411 0.0541 -5.8113
O 1.9571 1.3155 -5.2117
C 1.5749 1.4455 -3.8151
C 1.8130 2.7937 -3.3001
O 0.8406 3.6467 -3.8398
C 0.9988 4.9972 -3.4529
H 1.6408 0.0378 -6.8966
H 0.4901 -0.1713 -5.6307
H 1.9861 -0.8539 -5.4041
H 2.1543 0.7485 -3.2096
H 0.5227 1.2136 -3.6506
H 2.7828 3.2061 -3.5785
H 1.7935 2.9007 -2.2155
H 1.5454 5.4853 -4.2598
H 1.5701 5.0313 -2.5253
H 0.0025 5.3965 -3.2633
C -6.4292 4.9780 0.2400
O -5.2222 5.0948 -0.4723
C -4.5551 3.9472 -0.9702
C -3.1734 4.2860 -1.4923
O -3.2291 5.2246 -2.5765
C -3.5025 4.6215 -3.8695
H -6.3132 4.3983 1.1558
H -7.2670 4.5591 -0.3174
H -6.6765 5.9869 0.5702
H -5.1881 3.4840 -1.7271
H -4.4475 3.1588 -0.2252
H -2.5453 3.4253 -1.7220
H -2.7293 4.8199 -0.6522
H -4.4654 4.1111 -3.8918
H -2.7593 3.9601 -4.3148
H -3.5947 5.3495 -4.6756
C 0.8415 -4.6929 4.9107
O 0.9325 -5.6989 3.8964
C 2.1431 -5.7580 3.1678
C 3.3217 -6.3115 3.9842
O 3.6929 -5.5358 5.1159
C 4.6980 -6.1616 5.9448
H 1.3937 -5.0330 5.7868
H -0.2378 -4.6912 5.0630
H 1.0825 -3.6774 4.5965
H 2.4072 -4.7881 2.7464
H 2.0726 -6.4604 2.3372
H 4.1790 -6.4272 3.3211
H 3.1254 -7.3481 4.2581
H 4.9577 -5.4552 6.7333
H 5.6006 -6.4476 5.4049
H 4.2925 -7.0454 6.4373
C -3.6808 -4.0805 -0.3741
O -5.0754 -4.0047 -0.1472
C -5.5382 -2.7547 -0.6674
C -5.3590 -2.3121 -2.1305
O -6.1045 -3.1109 -3.0537
C -7.5245 -2.8019 -3.1098
H -3.1980 -4.9691 0.0325
H -3.1582 -3.2184 0.0403
H -3.3767 -4.1547 -1.4182
H -5.1529 -1.9477 -0.0441
H -6.5963 -2.7722 -0.4061
H -4.3063 -2.3057 -2.4131
H -5.6318 -1.2576 -2.1710
H -7.7177 -1.7393 -2.9624
H -8.0231 -3.4708 -2.4082
H -7.7964 -3.1259 -4.1144
C 4.6318 8.3521 -2.4535
O 4.8681 7.0664 -1.8977
C 4.8932 6.0416 -2.8777
C 5.0071 4.6620 -2.2958
O 3.9935 4.2898 -1.3443
C 4.3428 4.6382 -0.0189
H 4.5597 9.1214 -1.6847
H 3.6031 8.3533 -2.8139
H 5.4280 8.6996 -3.1119
H 5.7115 6.2332 -3.5718
H 4.0245 6.1306 -3.5299
H 6.0257 4.4930 -1.9467
H 4.9702 4.0284 -3.1820
H 5.2341 4.0938 0.2932
H 3.4947 4.3443 0.5995
H 4.5322 5.6990 0.1452
C -3.3921 0.1993 -1.1108
O -3.9003 0.7645 -2.3759
C -2.9346 0.8028 -3.4494
C -2.2257 -0.4966 -3.8941
O -0.9468 -0.6789 -3.2445
C -0.5011 -1.9753 -3.2049
H -2.9745 -0.8075 -1.1185
H -4.1682 0.2061 -0.3455
H -2.5888 0.8037 -0.6895
H -2.1772 1.5430 -3.1916
H -3.3571 1.2472 -4.3506
H -2.0397 -0.4344 -4.9663
H -2.9095 -1.3206 -3.6901
H -0.5129 -2.3640 -4.2232
H -1.2799 -2.4872 -2.6396
H 0.4790 -2.0377 -2.7322
C 0.0841 -2.6313 0.5839
O 0.0133 -1.2742 0.3179
C 1.1553 -0.6853 -0.2341
C 0.8732 0.8287 -0.2861
O 0.5423 1.3083 0.9992
C 0.0469 2.6325 0.9546
H 0.5457 -3.0646 -0.3034
H -0.8536 -3.1370 0.8141
H 0.7477 -2.7383 1.4420
H 1.4220 -0.9890 -1.2464
H 2.0097 -0.7977 0.4333
H 0.1039 1.0842 -1.0148
H 1.7658 1.3730 -0.5944
H 0.8357 3.3231 0.6563
H -0.3661 2.9147 1.9230
H -0.7640 2.7395 0.2341
C -2.4801 5.4989 2.7893
O -1.4060 6.0544 2.0484
C -1.8217 7.0068 1.0538
C -0.7253 6.9047 -0.0167
O 0.4336 7.6388 0.3973
C 1.5264 7.5736 -0.4879
H -2.8142 6.1866 3.5662
H -2.2507 4.4835 3.1128
H -3.3720 5.2263 2.2252
H -1.9189 8.0373 1.3956
H -2.8119 6.8044 0.6454
H -1.1146 7.1843 -0.9957
H -0.4879 5.8565 -0.1981
H 1.2285 8.1934 -1.3337
H 1.9542 6.5830 -0.6419
H 2.3587 8.0304 0.0475
C -6.8860 -7.6907 4.5561
O -5.8576 -6.9181 3.8449
C -6.1537 -5.5766 3.5786
C -4.8522 -4.9450 3.0952
O -3.8132 -4.9991 4.0108
C -2.7206 -4.1910 3.5652
H -7.8868 -7.2860 4.4055
H -6.6892 -7.5803 5.6225
H -6.8809 -8.7524 4.3091
H -6.4789 -5.1343 4.5203
H -6.7873 -5.4981 2.6952
H -5.2084 -3.9422 2.8594
H -4.5631 -5.4240 2.1598
H -2.0011 -4.0392 4.3697
H -3.0570 -3.1976 3.2683
H -2.2027 -4.7144 2.7615
C 3.6423 -6.5782 0.0957
O 4.8434 -6.0775 0.5639
C 5.1710 -4.8161 -0.0610
C 4.4169 -3.5832 0.3961
O 4.6898 -3.3535 1.7514
C 4.1063 -2.1408 2.2840
H 3.7217 -6.6968 -0.9850
H 2.8716 -5.8354 0.3014
H 3.5423 -7.4794 0.7007
H 5.1560 -4.9036 -1.1474
H 6.2477 -4.7180 0.0773
H 3.3479 -3.5427 0.1868
H 4.7773 -2.7626 -0.2243
H 4.3547 -1.9916 3.3348
H 3.0183 -2.1656 2.2225
H 4.4914 -1.3310 1.6644
C -0.4891 -1.1051 4.4237
O 0.9285 -0.9773 4.6005
C 1.5107 0.1283 3.8962
C 0.9121 1.5135 4.2089
O 0.9115 1.6121 5.6076
C 0.4419 2.8675 6.0864
H -0.7434 -2.0924 4.8094
H -0.7450 -1.1692 3.3661
H -1.0537 -0.2817 4.8613
H 1.5643 -0.0315 2.8193
H 2.5507 0.1080 4.2218
H -0.1157 1.5719 3.8507
H 1.4980 2.3414 3.8098
H 0.3070 2.7615 7.1628
H -0.5511 3.2110 5.7964
H 1.1887 3.6541 5.9785
C 4.5892 1.1239 -1.8214
O 4.3173 -0.2226 -1.8409
C 4.5363 -0.7010 -3.1588
C 4.3401 -2.2029 -3.3003
O 2.9807 -2.5637 -3.0836
C 2.6121 -3.8730 -3.4321
H 4.1166 1.5989 -0.9617
H 4.1359 1.5304 -2.7255
H 5.6630 1.3047 -1.8699
H 5.5334 -0.5488 -3.5721
H 3.7936 -0.3821 -3.8901
H 4.9343 -2.6831 -2.5228
H 4.7241 -2.5811 -4.2478
H 2.5875 -4.0413 -4.5087
H 1.5721 -3.9544 -3.1159
H 3.3582 -4.5061 -2.9519
```

These are the Löwdin partial charges, in e, on atoms 1 to 6: number 1, C, carries -0.077; number 2, O, carries -0.149; number 3, C, carries -0.188; number 4, C, carries -0.241; number 5, O, carries -0.176; number 6, C, carries -0.079

(2)
Formula: C48H120O32P8
Source: the OMol25 dataset
Level of theory: the ωB97M-V functional and the def2-TZVPD basis

Calculated total energy ... -7040.1541 Eh
Kohn-Sham gap ... 10.680 eV
HOMO level ... -10.16 eV
ΔE to the lowest compared entry with this formula, charge and spin ... 54.8 kcal per mole
LUMO ... 0.5184 eV
SMILES string ... CCOP(=O)(OCC)OCC.CCOP(=O)(OCC)OCC.CCOP(=O)(OCC)OCC.CCOP(=O)(OCC)OCC.CCOP(=O)(OCC)OCC.CCOP(=O)(OCC)OCC.CCOP(=O)(OCC)OCC.CCOP(=O)(OCC)OCC

Structure (XYZ):
```
208
C48H120O32P8 the ωB97M-V functional and the def2-TZVPD basis
C -0.8481 -0.8020 4.1514
C -0.1824 -0.7914 5.5521
O -0.1568 0.5668 5.9870
P 0.4495 0.8964 7.4487
O 1.8277 0.4095 7.5824
O -0.7602 0.3175 8.3604
C -0.5521 -0.0466 9.7244
C 0.0972 -1.4223 9.8223
O 0.3687 2.4814 7.6083
C -0.9319 3.0841 7.3410
C -0.8899 4.4645 8.0073
H -1.8285 -0.3398 4.2797
H -0.2278 -0.1697 3.5188
H -1.0528 -1.8009 3.7741
H -0.7895 -1.3919 6.2367
H 0.7803 -1.2963 5.5952
H 0.1041 0.7021 10.1774
H -1.5020 -0.0199 10.2565
H -0.0731 -1.8617 10.8120
H -0.4371 -2.1545 9.2165
H 1.1752 -1.3372 9.7143
H -1.1138 3.2119 6.2753
H -1.6428 2.4460 7.8608
H -1.9065 4.8693 7.9643
H -0.6102 4.2739 9.0407
H -0.3396 5.2351 7.4721
C 8.1810 -4.7606 2.2252
C 6.9856 -4.0033 1.7342
O 5.7960 -4.4188 2.4005
P 4.4200 -3.5814 2.3784
O 4.0395 -3.0483 1.0576
O 3.4174 -4.6451 3.0157
C 3.6350 -5.1438 4.3470
C 2.3226 -5.4442 5.0363
O 4.6746 -2.5035 3.5355
C 4.2219 -1.1726 3.2321
C 2.7496 -1.0373 3.6117
H 8.0548 -5.1221 3.2456
H 8.3517 -5.6449 1.6123
H 9.0198 -4.0654 2.2225
H 7.0633 -2.9180 1.8748
H 6.7962 -4.1061 0.6604
H 4.3082 -5.9960 4.2033
H 4.2537 -4.4536 4.9237
H 1.7898 -6.3513 4.7645
H 2.4833 -5.4806 6.1150
H 1.7390 -4.5451 4.8237
H 4.7527 -0.5339 3.9406
H 4.3516 -0.8327 2.2075
H 2.5646 -1.1287 4.6825
H 2.4090 -0.0142 3.4351
H 2.1812 -1.7962 3.0711
C -5.6959 1.4639 -4.8581
C -4.2083 1.8001 -4.6649
O -3.3035 0.7487 -4.2779
P -3.5883 -0.8258 -4.6255
O -3.9317 -1.1028 -6.0277
O -2.2708 -1.5816 -4.1561
C -1.0776 -1.4376 -4.9220
C 0.0134 -1.0527 -3.9047
O -4.7480 -1.2456 -3.6220
C -4.4572 -1.1057 -2.2237
C -5.6989 -1.6189 -1.4728
H -6.0762 0.6737 -4.2212
H -6.1117 2.4422 -4.6126
H -5.8868 1.1414 -5.8800
H -3.7715 2.5129 -5.3708
H -4.1038 2.4531 -3.7845
H -0.7601 -2.3544 -5.4167
H -1.1219 -0.6831 -5.7078
H -0.3461 -0.4259 -3.0889
H 0.4186 -1.9537 -3.4366
H 0.9009 -0.5490 -4.2947
H -3.5655 -1.6630 -1.9332
H -4.2734 -0.0541 -1.9904
H -6.4138 -0.8556 -1.1705
H -6.1775 -2.4237 -2.0291
H -5.4191 -2.1027 -0.5321
C -5.5621 4.6924 -1.3825
C -4.6749 4.5305 -0.1466
O -4.8502 3.2674 0.5083
P -4.0576 3.2017 1.9111
O -4.4851 4.1780 2.9190
O -4.2300 1.6488 2.2316
C -4.2733 0.6760 1.2214
C -3.3463 -0.5371 1.6404
O -2.5338 3.3556 1.4805
C -1.4560 3.5517 2.3961
C -1.0894 2.2378 3.0836
H -6.5455 4.2570 -1.2345
H -5.4284 5.7237 -1.7046
H -5.0719 4.1154 -2.1745
H -3.6245 4.7487 -0.3742
H -4.8379 5.3659 0.5465
H -5.2443 0.2144 1.0541
H -3.8357 1.0278 0.2872
H -2.4270 -0.2013 2.1076
H -3.9636 -1.0776 2.3656
H -3.2725 -1.2833 0.8490
H -0.5810 3.9446 1.8791
H -1.7175 4.3137 3.1333
H -0.7929 1.5568 2.2814
H -0.3515 2.2190 3.8812
H -2.0216 1.8247 3.4735
C -3.5716 7.8722 0.3600
C -4.6038 7.8169 -0.7264
O -4.1678 7.0573 -1.9030
P -4.8498 7.4177 -3.2959
O -6.2903 7.1771 -3.3267
O -3.9090 6.7062 -4.3704
C -4.1116 5.3123 -4.6156
C -2.9438 4.5427 -4.0213
O -4.3789 8.9296 -3.5305
C -4.7991 9.6438 -4.7125
C -5.1704 11.0205 -4.2478
H -4.0443 8.3947 1.1943
H -3.3246 6.8611 0.6879
H -2.7284 8.4896 0.0583
H -5.5581 7.3661 -0.4665
H -4.6971 8.8776 -0.9731
H -5.0747 4.9755 -4.2274
H -4.0638 5.1412 -5.6940
H -2.0184 5.0192 -4.3352
H -3.0845 4.5492 -2.9399
H -3.0219 3.5171 -4.3863
H -3.9645 9.6204 -5.4124
H -5.6804 9.1065 -5.0712
H -4.4165 11.8081 -4.2430
H -5.9321 11.5099 -4.8738
H -5.7572 11.0591 -3.3284
C 3.9704 -6.7497 0.2970
C 2.4297 -6.5224 0.4002
O 1.8961 -7.3870 1.4289
P 0.4755 -6.9076 1.9878
O 0.3255 -5.4467 2.0605
O -0.5082 -7.6327 0.9260
C -1.9110 -7.2940 0.8962
C -2.1540 -6.3782 -0.2731
O 0.2372 -7.7012 3.3161
C 0.0075 -9.1256 3.3413
C 0.2381 -9.5962 4.7703
H 4.4547 -6.1768 -0.4956
H 4.3259 -6.3635 1.2502
H 4.2386 -7.7751 0.0474
H 2.3264 -5.4435 0.4777
H 1.9582 -6.8755 -0.5176
H -2.4722 -8.2265 0.9548
H -2.1602 -6.7949 1.8388
H -3.2028 -6.0863 -0.3814
H -1.6600 -5.4122 -0.1614
H -1.8453 -6.8249 -1.2179
H -1.0245 -9.3538 3.0664
H 0.5919 -9.6910 2.6153
H -0.2700 -10.5630 4.8216
H 1.2962 -9.7894 4.9344
H -0.2312 -8.9295 5.4878
C 7.9418 -0.4668 -4.5978
C 7.8790 0.2834 -5.9171
O 6.8243 -0.0722 -6.7956
P 5.3723 0.5366 -6.8603
O 4.7759 0.4153 -8.2047
O 4.5591 -0.2964 -5.7423
C 4.1817 -1.6426 -6.0628
C 3.3638 -2.2339 -4.9319
O 5.3984 2.0370 -6.2853
C 5.2696 3.1528 -7.2819
C 6.2522 4.1253 -6.7090
H 8.4318 -1.4361 -4.6655
H 8.6305 0.1598 -4.0276
H 6.9110 -0.4519 -4.2491
H 7.7113 1.3390 -5.6597
H 8.8264 0.4100 -6.4475
H 3.7354 -1.6358 -7.0601
H 5.0636 -2.2735 -6.2229
H 3.0044 -3.2062 -5.2666
H 4.0300 -2.2796 -4.0722
H 2.4994 -1.6270 -4.6636
H 5.6330 2.8222 -8.2522
H 4.2073 3.3654 -7.2182
H 7.2644 3.7415 -6.8149
H 6.1610 5.1261 -7.1441
H 6.0653 4.3039 -5.6494
C 0.0342 -2.7551 0.1368
C 0.2077 -1.8283 1.2925
O 0.0238 -0.4640 0.8571
P 1.1879 0.4365 0.1947
O 2.2897 0.8440 1.0755
O 1.6033 -0.3451 -1.1288
C 2.7853 0.1205 -1.8154
C 3.9532 -0.8107 -1.5472
O 0.4290 1.6548 -0.4983
C -0.9369 1.5961 -0.9130
C -1.1612 2.3639 -2.1721
H -0.9941 -2.7812 -0.2198
H 0.8032 -2.6302 -0.6267
H 0.3666 -3.7467 0.4674
H -0.5147 -2.0864 2.0633
H 1.2392 -1.8675 1.6527
H 2.5497 0.2401 -2.8744
H 3.0276 1.1372 -1.4980
H 3.7275 -1.8398 -1.8212
H 4.7768 -0.4976 -2.1933
H 4.2057 -0.6998 -0.4945
H -1.2655 0.5615 -1.0341
H -1.5552 2.0982 -0.1663
H -2.1483 2.1881 -2.5929
H -0.9829 3.4345 -2.0277
H -0.3848 2.2077 -2.9300
```

These are the Löwdin partial charges, in e, on atoms 1 to 6: number 1, C, carries -0.062; number 2, C, carries -0.249; number 3, O, carries -0.189; number 4, P, carries 0.430; number 5, O, carries -0.223; number 6, O, carries -0.207